Entry 1:
Computed, not measured: 2 unconnected molecules or ions with the total composition C35H30F3OSi in a non-equilibrium geometry, with ωB97M-V/def2-TZVPD.

Geometry as ORCA input:
```
! wB97M-V def2-TZVPD RIJCOSX def2/J DEFGRID3
* xyz 1 1
C -2.0732 -2.7411 -1.7149
C -1.5314 -1.5287 -1.0465
C -0.7656 -1.6458 0.0444
O -1.8827 -0.2993 -1.5819
Si -0.7805 0.7062 -2.3688
C 0.8886 -0.1064 -2.4459
C 1.2157 -0.8999 -3.5234
C 2.4429 -1.5340 -3.5756
C 3.3414 -1.3695 -2.5395
C 3.0154 -0.5820 -1.4528
C 1.7852 0.0457 -1.4107
C -1.4199 1.0219 -4.0835
C -1.1050 2.2001 -4.7240
C -1.5588 2.4408 -6.0067
C -2.3315 1.4933 -6.6480
C -2.6547 0.3130 -6.0092
C -2.1973 0.0828 -4.7246
C -0.7034 2.3138 -1.4421
C 0.4327 3.0910 -1.4927
C 0.4916 4.2872 -0.8036
C -0.5989 4.7066 -0.0680
C -1.7442 3.9369 -0.0221
C -1.7909 2.7387 -0.7112
H -1.6690 -3.6530 -1.2726
H -3.1594 -2.7707 -1.6163
H -1.8267 -2.7414 -2.7777
H -0.3955 -0.7770 0.5470
H -0.5299 -2.6075 0.4551
H 0.5035 -1.0233 -4.3202
H 2.7017 -2.1492 -4.4242
H 4.3066 -1.8468 -2.5853
H 3.7206 -0.4508 -0.6459
H 1.5148 0.6552 -0.5667
H -0.5115 2.9337 -4.2082
H -1.3112 3.3650 -6.5053
H -2.6833 1.6761 -7.6501
H -3.2629 -0.4236 -6.5114
H -2.4573 -0.8241 -4.2086
H 1.2747 2.7527 -2.0700
H 1.3863 4.8897 -0.8383
H -0.5569 5.6399 0.4692
H -2.5972 4.2711 0.5487
H -2.6741 2.1250 -0.6814
F 4.6487 2.2649 4.1428
C 4.9819 0.9707 4.3233
F 5.9078 0.5938 3.4189
F 5.4393 0.7738 5.5757
C 3.7383 0.1282 4.1324
C 3.8037 -1.0821 3.4685
C 2.6693 -1.8268 3.2762
C 1.4122 -1.3788 3.7476
C 0.2815 -2.1998 3.4971
C -1.1076 -2.0044 3.7206
C -1.9718 -3.0999 3.5050
C -3.3225 -2.9999 3.7223
C -3.8686 -1.8074 4.1550
C -3.0590 -0.7023 4.3395
C -1.7075 -0.7891 4.1147
C 1.3904 -0.1648 4.4720
C 2.5344 0.5714 4.6444
H 4.7616 -1.4177 3.1071
H 2.7326 -2.7745 2.7650
H 0.5242 -3.1547 3.0602
H -1.5544 -4.0303 3.1624
H -3.9584 -3.8530 3.5541
H -4.9274 -1.7362 4.3365
H -3.4938 0.2340 4.6493
H -1.1207 0.1043 4.1786
H 0.4935 0.1644 4.9607
H 2.5234 1.5041 5.1838
*
```

Values from the calculation:
Orbital gap in eV: 4.7674

***

Entry 2:
Computed, not measured: a molecular structure, C35H30F6N2O5S2 in a non-equilibrium geometry, with ωB97M-V/def2-TZVPD.

Geometry as ORCA input:
```
! wB97M-V def2-TZVPD RIJCOSX def2/J DEFGRID3
* xyz 0 1
C -5.2485 2.2308 -2.2985
N -4.5057 1.8131 -1.1376
C -4.5701 0.5374 -0.6809
O -5.2892 -0.3649 -1.1806
C -3.6575 0.4299 0.5302
C -2.5816 -0.6351 0.3596
C -3.1885 -1.9845 0.1200
C -3.0375 -2.6481 -1.0992
F -2.3114 -2.0542 -2.0836
C -3.6435 -3.8743 -1.3600
F -3.4924 -4.4795 -2.5564
C -4.4113 -4.4837 -0.3625
F -5.0001 -5.6723 -0.5895
C -4.5597 -3.8574 0.8766
F -5.2714 -4.4547 1.8548
C -3.9588 -2.6219 1.0911
F -4.1624 -2.0080 2.2951
N -3.1454 1.7925 0.6554
C -2.2569 2.0805 1.6423
C -1.6214 3.2615 1.8965
C -0.8501 3.5194 3.1309
C -0.6283 5.0220 3.3904
C -0.2540 5.5203 4.6603
C -0.1093 6.8792 4.9212
C -0.3215 7.8049 3.8803
C -0.8096 7.3551 2.6549
C -0.9932 5.9860 2.4188
C -3.6063 2.7070 -0.4122
C -2.4355 3.1406 -1.3087
C -4.4016 3.9261 0.0793
H -5.7430 1.3502 -2.7120
H -6.0077 2.9751 -2.0290
H -4.5720 2.6686 -3.0416
H -4.2635 0.1754 1.4185
H -1.9576 -0.3767 -0.5076
H -1.9272 -0.6518 1.2457
H -2.0636 1.2140 2.2713
H -1.8476 4.0521 1.1302
H -1.6002 2.8698 4.0660
H -0.1835 4.8720 5.5244
H 0.1395 7.2183 5.9267
H -0.1431 8.8809 4.0526
H -1.1025 8.0348 1.8542
H -1.4651 5.6707 1.5020
H -1.9900 2.2518 -1.7776
H -2.8145 3.8185 -2.0833
H -1.6656 3.6571 -0.7292
H -5.3753 3.5985 0.4655
H -3.8792 4.4879 0.8594
H -4.5662 4.5853 -0.7820
F -0.2213 2.9367 5.7290
C -0.2061 2.6079 4.2793
S 1.6077 2.9779 3.7866
C 2.8098 2.2770 4.9830
C 3.4904 1.0824 4.7119
C 4.5164 0.6243 5.5528
C 4.8587 1.3423 6.7013
C 4.1622 2.5166 6.9947
C 3.1532 2.9852 6.1379
O 1.7762 2.2540 2.5367
O 1.7872 4.4098 3.9035
S -0.1721 0.7119 4.3940
C -1.5655 0.2530 5.4125
C -1.5004 0.4082 6.8038
C -2.6463 0.1920 7.5716
C -3.8340 -0.2536 6.9737
C -3.8329 -0.5766 5.6051
C -2.6888 -0.3428 4.8325
O -0.3381 0.2059 3.0614
O 1.0012 0.3470 5.2124
H 3.2400 0.4884 3.8382
H 5.0515 -0.2950 5.3010
H 5.6593 0.9891 7.3560
H 4.4149 3.0786 7.9004
H 2.6203 3.9038 6.3885
H -0.5597 0.6883 7.2857
H -2.5951 0.3569 8.6482
H -4.7314 -0.3809 7.5731
H -4.7085 -1.0254 5.1378
H -2.6653 -0.6392 3.7813
*
```

Values from the calculation:
Energy above the lowest of the compared OMol25 structures with the same formula, charge and spin in kJ/mol: 206.38
Orbital gap in eV: 7.2038

***

Entry 3:
Computed, not measured: a molecular structure, C35H30N11S2Tc in a non-equilibrium geometry, with ωB97M-V/def2-TZVPD.

Geometry as ORCA input:
```
! wB97M-V def2-TZVPD RIJCOSX def2/J DEFGRID3
* xyz 3 4
Tc 1.0210 -0.6610 -0.2549
C -1.1056 -3.6588 2.1488
C -0.0896 -2.9994 1.4639
N -0.3358 -1.8363 0.8565
C -1.5930 -1.3184 0.9182
C -2.5750 -2.0072 1.6038
N -2.3342 -3.1664 2.2160
C -1.7846 -0.0022 0.2543
C -2.9531 0.7133 0.1782
C -2.9778 1.9679 -0.4639
C -1.7721 2.4229 -1.0281
C -0.6329 1.6642 -0.9367
N -0.6505 0.4829 -0.2892
C 0.6966 1.9970 -1.5080
C 0.9847 3.1410 -2.2260
N 2.1969 3.3764 -2.7267
C 3.1422 2.4710 -2.5163
C 2.8896 1.3044 -1.8005
N 1.6736 1.0779 -1.3037
C -4.2135 2.7682 -0.5453
C -4.2755 3.9236 -1.3225
C -5.4609 4.6436 -1.3669
N -6.5600 4.2910 -0.6990
C -6.4981 3.1862 0.0454
C -5.3609 2.3985 0.1534
H -0.9105 -4.5994 2.6508
H 0.9140 -3.3968 1.3989
H -3.5861 -1.6215 1.6692
H -3.8545 0.2971 0.6014
H -1.7310 3.3742 -1.5352
H 0.2272 3.8948 -2.4081
H 4.1272 2.6641 -2.9239
H 3.6579 0.5602 -1.6278
H -3.4395 4.2787 -1.9096
H -5.5300 5.5420 -1.9678
H -7.3995 2.9170 0.5823
H -5.4015 1.5276 0.7942
N 0.4253 -1.5317 -1.9651
C 0.1909 -2.1669 -2.9241
N -0.0084 -2.8662 -3.9651
C -1.3030 -2.8108 -4.7251
C -1.0195 -2.3526 -6.1459
C 0.0220 -3.2576 -6.8089
C 1.3221 -3.2808 -6.0014
C 1.0764 -3.7143 -4.5650
H -1.9925 -2.1562 -4.1962
H -1.7081 -3.8234 -4.7166
H -0.6526 -1.3216 -6.1224
H -1.9573 -2.3543 -6.7014
H 0.2229 -2.9112 -7.8210
H -0.3760 -4.2734 -6.8955
H 1.7871 -2.2904 -6.0102
H 2.0377 -3.9785 -6.4366
H 1.9659 -3.6300 -3.9436
H 0.7205 -4.7444 -4.5230
S 2.8201 -2.2508 -0.4750
C 4.2864 -1.5321 -0.0555
N 5.2714 -0.9984 0.2243
S 3.0283 2.5289 5.3100
C 2.4767 1.6487 3.8758
C 3.3760 1.3902 2.8466
C 2.9316 0.7266 1.7220
N 1.6565 0.3150 1.5691
C 0.7831 0.5959 2.5658
C 1.1473 1.2476 3.7184
C 2.6870 1.3337 6.5923
C 3.7212 0.5030 6.9884
C 3.4415 -0.4047 8.0093
N 2.2563 -0.4950 8.6113
C 1.2907 0.3386 8.2229
C 1.4502 1.2830 7.2140
H 4.4155 1.6853 2.9082
H 3.6280 0.5187 0.9247
H -0.2415 0.2761 2.4370
H 0.4019 1.4403 4.4776
H 4.7044 0.5520 6.5402
H 4.2141 -1.0818 8.3557
H 0.3467 0.2617 8.7511
H 0.6481 1.9632 6.9573
*
```

Values from the calculation:
Energy above the lowest of the compared OMol25 structures with the same formula, charge and spin in kJ/mol: 0.00
Expectation value of S²: 3.781
Orbital gap (spin up / spin down) in eV: 5.5035 / 4.0450

***

Entry 4:
Computed, not measured: 2 unconnected molecules or ions with the total composition C35H30N3O in a non-equilibrium geometry, with ωB97M-V/def2-TZVPD.

Geometry as ORCA input:
```
! wB97M-V def2-TZVPD RIJCOSX def2/J DEFGRID3
* xyz 1 1
C 3.3779 -1.7049 0.1067
O 2.0562 -1.9758 0.6144
C 1.3371 -1.0512 1.2776
C 2.0552 -0.0249 2.0271
C 1.9646 1.3275 1.6595
C 2.5981 2.2961 2.4395
C 3.3918 1.9113 3.5230
C 3.5732 0.5562 3.8184
C 2.9363 -0.4179 3.0539
C -0.0385 -1.1317 1.1062
N -0.9627 -0.2061 1.4552
C -0.8848 0.8818 2.3492
C -1.3755 2.1135 1.9096
C -1.2263 3.2252 2.7393
C -0.6700 3.0838 4.0146
C -0.2669 1.8248 4.4772
C -0.3984 0.7101 3.6529
N -2.1808 -0.4628 0.8595
C -2.0274 -1.6144 0.2401
C -3.1159 -2.3514 -0.3880
C -3.2036 -3.7619 -0.3992
C -4.2801 -4.3911 -1.0247
C -5.3046 -3.6317 -1.6046
C -5.2542 -2.2307 -1.5388
C -4.1845 -1.5930 -0.9138
N -0.7110 -2.0594 0.3183
C -0.1335 -3.1115 -0.4516
C 0.1034 -4.3297 0.1616
C 0.6429 -5.3805 -0.5919
C 0.9816 -5.1764 -1.9304
C 0.7581 -3.9331 -2.5256
C 0.1814 -2.8910 -1.7824
H 3.6410 -2.6397 -0.3876
H 3.3568 -0.8758 -0.6152
H 4.0791 -1.4764 0.9152
H 1.3769 1.5764 0.7724
H 2.4575 3.3506 2.1957
H 3.8752 2.6739 4.1393
H 4.2179 0.2394 4.6418
H 3.0821 -1.4866 3.2382
H -1.8288 2.1811 0.9187
H -1.5546 4.2003 2.3819
H -0.5437 3.9615 4.6558
H 0.1495 1.7094 5.4798
H -0.1208 -0.2915 3.9820
H -2.4298 -4.3529 0.0898
H -4.3163 -5.4815 -1.0524
H -6.1400 -4.1354 -2.0999
H -6.0584 -1.6392 -1.9768
H -4.1430 -0.5070 -0.8313
H -0.1581 -4.4540 1.2154
H 0.8002 -6.3447 -0.1112
H 1.4240 -5.9907 -2.5123
H 1.0317 -3.7553 -3.5647
H -0.0082 -1.9094 -2.2248
C 0.9747 -2.1478 5.8835
C -0.2121 -2.8698 5.8355
C -1.2132 -2.9603 6.7958
C -1.2771 -2.3605 8.0467
C -0.3502 -1.5185 8.6488
C 0.8634 -1.0699 8.1437
C 1.4526 -1.3473 6.9155
H 1.6250 -2.2397 5.0071
H -0.3804 -3.4471 4.9197
H -2.0657 -3.5951 6.5313
H -2.1737 -2.5823 8.6361
H -0.6106 -1.1645 9.6526
H 1.4342 -0.4104 8.8062
H 2.4251 -0.8740 6.7386
*
```

Values from the calculation:
Orbital gap in eV: 2.7262

***

Entry 5:
Computed, not measured: 2 unconnected molecules or ions with the total composition C35H30N4O2 in a non-equilibrium geometry, with ωB97M-V/def2-TZVPD.

Geometry as ORCA input:
```
! wB97M-V def2-TZVPD RIJCOSX def2/J DEFGRID3
* xyz 0 1
C -5.1848 -2.6660 2.2436
C -4.5045 -3.8614 2.4991
C -3.1222 -3.9395 2.3160
C -2.3902 -2.8302 1.8341
C -0.9186 -2.8170 1.6646
N -0.3493 -1.6453 1.5439
C 0.7621 -0.9832 1.3696
C 0.9183 0.2610 2.0134
N 1.0857 1.2862 2.5644
C -0.1733 -4.0962 1.6961
C -0.7123 -5.2654 1.1122
C -0.0819 -6.4989 1.2681
C 1.1145 -6.5800 1.9922
C 1.6982 -5.4156 2.5081
C 1.0777 -4.1732 2.3324
C -3.0865 -1.6305 1.5956
C -4.4680 -1.5506 1.7826
H -6.2621 -2.6033 2.4093
H -5.0511 -4.7365 2.8537
H -2.6030 -4.8675 2.5535
H 1.5980 -1.3646 0.7699
H -1.6535 -5.1966 0.5623
H -0.5377 -7.3942 0.8400
H 1.5891 -7.5504 2.1505
H 2.6364 -5.4728 3.0631
H 1.5274 -3.2670 2.7416
H -2.5227 -0.7575 1.2668
H -4.9753 -0.6079 1.5750
C -5.6719 0.4018 -1.0711
O -5.1842 0.9710 -2.3085
C -3.9862 1.6155 -2.3058
C -3.6435 2.3270 -3.4831
C -2.4750 3.0724 -3.5286
C -1.5927 3.0419 -2.4428
N -0.3777 3.7354 -2.5344
C 0.7781 3.4113 -1.8785
C 1.1162 2.0389 -1.4608
C 2.0654 1.8865 -0.3598
C 2.7475 0.7235 -0.2022
C 4.1154 0.7704 0.3135
C 5.1296 -0.0244 -0.2667
C 6.4708 0.2286 0.0121
C 6.8231 1.2408 0.9195
C 5.8188 1.9705 1.5717
C 4.4749 1.7307 1.2839
O 0.6635 1.0553 -2.0823
N 1.6793 4.3659 -2.1955
C 3.0653 4.4241 -1.7698
C 1.0798 5.3361 -2.9985
C -0.1845 4.9301 -3.2364
C -1.9230 2.3529 -1.2701
C -3.1111 1.6353 -1.1900
H -6.6602 0.0198 -1.3305
H -5.0256 -0.4189 -0.7266
H -5.7536 1.1704 -0.2875
H -4.3257 2.2931 -4.3296
H -2.2372 3.6489 -4.4229
H 2.2319 2.7667 0.2662
H 2.4448 -0.1742 -0.7440
H 4.8305 -0.8057 -0.9703
H 7.2484 -0.3588 -0.4801
H 7.8741 1.4456 1.1327
H 6.0843 2.7315 2.3081
H 3.6789 2.2695 1.8052
H 3.5415 5.2383 -2.3262
H 3.1408 4.6440 -0.6964
H 3.5911 3.4836 -1.9799
H 1.6265 6.1942 -3.3486
H -0.9650 5.3632 -3.8347
H -1.2623 2.3706 -0.4034
H -3.3511 1.1007 -0.2688
*
```

Values from the calculation:
Energy above the lowest of the compared OMol25 structures with the same formula, charge and spin in kJ/mol: 0.00
Orbital gap in eV: 3.1908

***

Entry 6:
Computed, not measured: a molecular structure, C35H30N4O5RuS, with ωB97M-V/def2-TZVPD.

Geometry as ORCA input:
```
! wB97M-V def2-TZVPD RIJCOSX def2/J DEFGRID3
* xyz 2 1
Ru 0.9460 -0.1194 0.4654
O 0.4352 -0.0100 -3.7627
C 0.4753 -0.1424 -2.4609
O 1.3504 0.3445 -1.7498
C -0.6659 -0.9132 -1.8795
C -1.6948 -1.5470 -2.5391
C -2.6502 -2.2137 -1.7611
C -2.5461 -2.2333 -0.3792
C -1.4783 -1.5679 0.2107
N -0.5981 -0.9392 -0.5484
C -1.1809 -1.4643 1.7034
O -1.8429 -2.0463 2.5137
O -0.1851 -0.6321 2.0009
H 1.2127 0.4864 -4.0727
H -1.7528 -1.5233 -3.6182
H -3.4698 -2.7232 -2.2499
H -3.2528 -2.7472 0.2585
N 4.0956 2.2665 1.8491
C 3.3527 1.6057 0.9546
N 2.3584 0.9558 1.5220
C 2.4523 1.2093 2.8984
C 1.6869 0.7574 3.9744
C 2.0718 1.1794 5.2297
C 3.1806 2.0208 5.4274
C 3.9467 2.4650 4.3716
C 3.5545 2.0361 3.1078
H 4.9085 2.8208 1.6345
H 3.5650 1.6033 -0.1033
H 0.8342 0.1130 3.8263
H 1.5045 0.8536 6.0907
H 3.4390 2.3244 6.4325
H 4.8023 3.1094 4.5200
C -6.5046 0.1643 1.2133
C -5.1550 0.6617 0.7834
C -4.9001 0.9866 -0.5467
C -3.6580 1.4645 -0.9400
C -2.6713 1.6327 0.0214
C -2.8931 1.3149 1.3587
C -4.1324 0.8243 1.7238
S -1.0982 2.2412 -0.4943
C -1.1499 3.9326 0.0504
O -0.1063 1.6299 0.5241
H -7.0979 -0.1692 0.3642
H -7.0564 0.9629 1.7124
H -6.4131 -0.6579 1.9225
H -5.6809 0.8609 -1.2862
H -3.4676 1.7040 -1.9802
H -2.1031 1.4328 2.0900
H -4.3158 0.5654 2.7597
H -1.4965 3.9624 1.0816
H -1.8305 4.4707 -0.6091
H -0.1420 4.3325 -0.0413
N 1.8325 -1.6495 0.5797
C 2.3668 -2.7453 0.8727
C 1.4904 -3.9468 0.8506
C 0.6391 -4.1707 -0.2280
C -0.1919 -5.2808 -0.2203
C -0.1823 -6.1429 0.8671
C 0.6694 -5.9132 1.9413
C 1.5181 -4.8191 1.9353
C 3.8040 -2.7929 1.2356
C 4.6106 -3.7769 0.6702
C 5.9565 -3.8148 0.9948
C 6.4831 -2.8890 1.8873
C 5.6690 -1.9226 2.4626
C 4.3245 -1.8617 2.1308
H 0.6626 -3.5049 -1.0832
H -0.8311 -5.4854 -1.0694
H -0.8321 -7.0076 0.8737
H 0.6766 -6.5928 2.7823
H 2.1927 -4.6395 2.7625
H 4.1860 -4.5092 -0.0049
H 6.5936 -4.5726 0.5600
H 7.5323 -2.9325 2.1472
H 6.0782 -1.2265 3.1827
H 3.6741 -1.1305 2.5939
*
```

Values from the calculation:
Energy above the lowest of the compared OMol25 structures with the same formula, charge and spin in kJ/mol: 0.00
Orbital gap in eV: 6.6701